No. 1
ORCA calculation (ωB97M-V with the def2-TZVPD basis set) on a single C6H5ClO molecule.

Computed properties:
total energy = -766.8672 Eh
SMILES = C#C[C@H]1O[C@H]1/C=C/Cl
relative energy (zero: lowest compared OMol25 entry of this formula, charge and spin) = 477.2 kJ/mol
HOMO level = -9.8448 eV
HOMO-LUMO gap = 0.390 Ha
total charge = 0

Bonds (Å) are listed after each position.
Atoms and positions in Å:
1 C 2.332 2.149 0.093  C2 1.291, H9 1.099
2 C 2.378 0.919 -0.299  C1 1.291, C3 1.489
3 C 2.170 -0.544 -0.484  C2 1.489, O4 1.428, C5 1.560, H10 1.075
4 O 1.900 -1.268 0.717  C3 1.428, C5 1.463
5 C 0.766 -1.163 -0.203  C3 1.560, O4 1.463, C6 1.533, H11 1.086
6 C -0.374 -0.202 0.151  C5 1.533, C7 1.307, H12 1.208
7 C -1.603 -0.615 -0.018  C6 1.307, Cl8 1.864, H13 1.198
8 Cl -3.132 0.451 -0.020  C7 1.864
9 H 2.261 3.142 0.556  C1 1.099
10 H 3.055 -0.993 -0.898  C3 1.075
11 H 0.538 -2.057 -0.775  C5 1.086
12 H -0.027 0.910 0.469  C6 1.208
13 H -1.797 -1.785 -0.187  C7 1.198

***

No. 2
ORCA calculation (ωB97M-V with the def2-TZVPD basis set) on a single C4H4ClNOS molecule.

Computed properties:
total energy = -1143.1373 Eh
SMILES = S/N=C1/OCC=C1Cl
relative energy (zero: lowest compared OMol25 entry of this formula, charge and spin) = 131.1 kJ/mol
HOMO level = -8.1817 eV
HOMO-LUMO gap = 0.319 Ha
total charge = 0

Bonds (Å) are listed after each position.
Atoms and positions in Å:
1 S 3.321 -0.335 0.013  N2 1.673, H9 1.347
2 N 1.807 -1.044 -0.045  S1 1.673, C3 1.278
3 C 0.620 -0.571 -0.059  N2 1.278, O4 1.341, C7 1.546
4 O -0.397 -1.444 -0.022  C3 1.341, C5 1.447
5 C -1.668 -0.754 0.027  O4 1.447, C6 1.528, H10 1.085, H11 1.089
6 C -1.310 0.731 -0.019  C5 1.528, C7 1.339, H12 1.080
7 C 0.023 0.855 -0.036  C3 1.546, C6 1.339, Cl8 1.687
8 Cl 0.902 2.295 -0.012  C7 1.687
9 H 3.009 0.974 -0.018  S1 1.347
10 H -2.195 -1.212 -0.804  C5 1.085
11 H -2.125 -1.070 0.964  C5 1.089
12 H -1.986 1.574 0.010  C6 1.080